This record from OMol25 describes a 3-piece molecular cluster, C19H44N4O3P overall in a non-equilibrium geometry. The level of theory is wB97M-V/def2-TZVPD.

Values from the calculation:
total charge: +1
E_HOMO: -0.409 Eh
ΔE to the lowest compared entry with this formula, charge and spin: 0.497 eV
LUMO level: -2.22 eV

Each line ends with the Löwdin charge.
Element x y z (Å)
C: 4.895 -0.800 1.743  -0.137
C: 5.378 0.070 0.559  -0.397
P: 4.414 -0.005 -1.007  1.022
C: 3.708 -1.699 -1.010  -0.249
N: 2.982 1.121 -0.798  -0.207
C: 2.160 1.012 -2.060  -0.164
C: 0.831 1.587 -1.588  -0.118
C: 0.611 0.871 -0.231  -0.227
C: -0.497 1.635 0.508  -0.141
C: -1.496 0.741 1.267  -0.178
C: -2.952 1.089 0.985  -0.203
C: -3.575 0.268 -0.171  -0.153
C: -4.934 -0.321 0.161  -0.240
O: -5.833 -0.060 -0.904  -0.189
C: -7.052 -0.769 -0.789  -0.109
C: 2.022 0.971 0.372  -0.300
N: 2.172 2.124 1.267  0.082
H: 4.923 -0.217 2.658  0.073
H: 5.572 -1.630 1.898  0.076
H: 3.881 -1.167 1.641  0.040
H: 5.532 1.100 0.865  0.068
H: 6.358 -0.283 0.255  0.073
H: 3.347 -1.900 -2.008  0.025
H: 4.562 -2.333 -0.794  0.052
H: 2.949 -1.833 -0.244  0.042
H: 3.396 2.049 -0.858  0.139
H: 2.688 1.554 -2.835  0.128
H: 2.027 -0.014 -2.384  0.112
H: 0.053 1.449 -2.325  0.133
H: 1.022 2.646 -1.420  0.125
H: 0.366 -0.161 -0.452  0.144
H: -0.097 2.358 1.206  0.106
H: -1.056 2.209 -0.223  0.113
H: -1.325 0.830 2.335  0.112
H: -1.341 -0.308 1.021  0.099
H: -3.534 0.861 1.871  0.090
H: -3.100 2.147 0.806  0.097
H: -2.879 -0.531 -0.414  0.098
H: -3.688 0.856 -1.080  0.113
H: -4.856 -1.402 0.305  0.123
H: -5.338 0.098 1.087  0.115
H: -7.085 -1.585 -1.509  0.086
H: -7.890 -0.106 -0.981  0.084
H: -7.200 -1.182 0.207  0.081
H: 2.298 0.141 1.012  0.128
H: 3.160 2.239 1.485  0.083
H: 1.918 2.973 0.763  0.090
C: -5.730 2.786 3.927  -0.006
C: -4.824 3.759 3.211  -0.541
O: -3.720 3.432 2.799  0.015
N: -5.280 5.024 3.036  0.009
C: -6.552 5.589 3.452  -0.071
H: -5.228 1.826 3.988  0.077
H: -5.946 3.133 4.937  0.087
H: -6.666 2.660 3.381  0.086
H: -4.629 5.623 2.553  0.139
H: -7.097 5.955 2.580  0.085
H: -6.381 6.427 4.129  0.085
H: -7.160 4.848 3.958  0.072
C: 3.847 -4.892 -3.819  -0.010
C: 5.253 -4.557 -3.382  -0.552
O: 5.613 -3.403 -3.178  0.003
N: 6.118 -5.585 -3.223  0.010
C: 5.878 -7.005 -3.420  -0.066
H: 3.280 -3.971 -3.905  0.073
H: 3.854 -5.388 -4.790  0.089
H: 3.359 -5.539 -3.088  0.086
H: 7.039 -5.294 -2.935  0.142
H: 6.066 -7.544 -2.491  0.086
H: 6.552 -7.390 -4.186  0.087
H: 4.856 -7.188 -3.730  0.072

Forces on the atoms, in the same order (eV/Å):
0.25 0.60 0.14
-0.90 -0.55 0.43
1.53 -0.17 -0.95
-0.18 1.11 0.48
-0.08 -1.69 -0.56
-0.53 0.42 -0.07
1.12 -0.45 -0.11
0.24 1.66 -0.98
-0.51 -0.89 0.31
-0.02 0.40 0.14
-0.51 -0.66 -0.33
0.45 0.26 0.17
-0.26 -0.16 -0.31
-0.04 0.01 0.07
-0.05 0.01 -0.04
-0.15 1.36 1.77
0.36 -0.11 -0.96
-0.02 0.07 0.19
-0.06 -0.30 -0.04
-0.06 -0.18 -0.06
-0.04 0.27 -0.12
0.20 0.04 -0.28
-0.08 -0.28 -0.12
0.11 -0.22 -0.11
-0.16 -0.25 -0.02
-0.12 0.11 0.55
-0.07 0.09 -0.18
0.28 -0.27 0.21
-0.31 0.03 0.02
-0.49 0.25 0.02
-0.17 -0.29 0.23
0.20 0.10 0.03
-0.09 0.04 -0.25
0.14 0.03 0.17
0.10 -0.19 -0.05
-0.03 0.08 0.27
0.14 0.21 0.13
-0.01 -0.24 -0.18
-0.04 0.16 -0.06
0.01 -0.14 0.09
-0.02 0.13 0.11
0.02 -0.13 -0.07
-0.02 0.20 -0.14
0.08 -0.06 0.19
0.18 -0.47 -0.50
-0.12 -0.12 0.34
-0.21 0.02 0.26
0.05 -0.05 -0.02
0.10 0.04 -0.04
-0.04 0.05 0.08
-0.08 -0.12 0.06
0.28 0.16 -0.18
0.06 0.03 -0.03
-0.10 -0.01 -0.02
-0.05 0.03 0.08
-0.02 0.02 0.01
-0.10 -0.02 0.06
-0.10 -0.02 0.05
0.01 -0.03 0.00
0.00 0.07 0.03
0.16 0.02 -0.02
-0.20 0.06 0.13
-0.17 0.01 0.00
0.30 0.16 0.09
0.05 0.04 -0.01
-0.05 -0.07 0.03
-0.02 -0.08 -0.08
0.01 -0.03 -0.03
-0.07 -0.08 -0.03
-0.07 -0.08 -0.03
-0.02 0.03 0.00